(1)
110
Properties=species:S:1:pos:R:3 method="wB97M-V/def2-TZVPD" total_charge=+1 e_lumo_ev=-2.9 de_lowest_kcal_mol=1.4 homo_energy_ev=-11.093 gap_ev=8.18 e_tot_ev=-3673984.882
C -4.53413 2.67491 0.13714
C -4.33888 1.16857 -0.08509
C -2.90480 0.68546 0.23506
Br -1.80700 0.92623 -1.33552
N -2.38299 1.36871 1.44128
C -1.40939 2.46004 1.43317
N -1.82673 3.62893 2.21962
C -2.87801 0.94546 2.59822
N -2.60823 1.39679 3.84172
C -3.33006 0.72532 4.70347
N -4.05750 -0.19376 4.04767
N -3.77445 -0.06207 2.74620
H -5.25566 3.03475 -0.59221
H -3.61916 3.23543 -0.05551
H -4.87905 2.86999 1.14725
H -4.58829 0.87090 -1.09660
H -5.03812 0.65995 0.58315
H -2.90566 -0.38224 0.44654
H -1.16935 2.79334 0.42584
H -0.47984 2.09631 1.88012
H -1.43759 4.46541 1.80602
H -2.83853 3.70970 2.28004
H -3.34315 0.90238 5.76023
H -4.68183 -0.86286 4.46969
H -4.20400 -0.65954 2.05908
C -0.55971 -1.96752 7.17203
Br 1.33569 -1.69559 7.24671
Br -1.39668 -0.99787 5.71998
Br -1.01672 -3.83621 7.10806
H -0.96574 -1.57443 8.09367
C -0.77026 4.09940 -3.01149
Br -0.20596 4.93726 -1.37116
Br -2.42884 4.81645 -3.67159
Br 0.62087 4.14408 -4.34417
H -0.94530 3.05956 -2.77779
C -2.33839 -5.43088 3.75624
Br -0.83810 -4.43691 3.08267
Br -3.90700 -4.32070 3.95866
Br -2.68884 -6.96953 2.66309
H -2.07415 -5.78816 4.74164
C -5.81140 6.39827 2.99586
Br -6.97611 6.19818 1.47740
Br -6.71957 6.02884 4.65046
Br -4.21690 5.32394 2.80755
H -5.49470 7.43113 3.02566
C 2.74675 5.72522 1.39353
Br 3.78457 6.09006 2.96928
Br 3.85324 5.24179 -0.10290
Br 1.39916 4.38193 1.72988
H 2.22836 6.63626 1.13086
C -6.03562 -0.46717 -4.45618
Br -4.36548 -0.41924 -3.48738
Br -7.41190 0.52540 -3.54245
Br -5.81336 0.11566 -6.27306
H -6.35355 -1.49951 -4.48588
C 4.22889 -4.04135 5.18390
Br 4.62759 -5.80163 5.85225
Br 5.62877 -3.35409 4.06202
Br 2.53225 -4.00104 4.27201
H 4.15194 -3.38431 6.03874
C -3.54306 0.11269 -9.84435
Br -1.97131 1.20843 -10.00144
Br -5.12004 1.18445 -9.56053
Br -3.74449 -1.08655 -11.33466
H -3.41622 -0.49581 -8.96030
C 1.00060 -1.47453 -3.10644
Br -0.44171 -2.63571 -3.64605
Br 2.69412 -2.37243 -3.10691
Br 1.06748 0.13386 -4.15984
H 0.79886 -1.17318 -2.08789
C 6.23775 -9.45121 6.20190
Br 5.26878 -10.14197 7.71654
Br 8.11286 -9.87134 6.30139
Br 5.46560 -10.03124 4.53658
H 6.15245 -8.37477 6.23393
C 4.53527 0.04335 0.01704
Br 2.72963 0.49935 -0.50293
Br 5.50248 -0.83664 -1.39819
Br 5.47952 1.58478 0.67335
H 4.46110 -0.65827 0.83598
C -1.79640 -8.40299 -0.84336
Br -3.29183 -9.45135 -1.45103
Br -0.17444 -9.43755 -0.78461
Br -1.57842 -6.79675 -1.88482
H -2.01262 -8.09392 0.16779
C -0.20841 -0.14302 11.16702
Br -1.66237 -1.31757 10.68123
Br 1.46020 -1.09080 11.27936
Br -0.09206 1.37025 9.98130
H -0.42964 0.23721 12.15400
C 1.73430 3.34296 -7.80067
Br 3.60819 3.68632 -7.52681
Br 1.03134 4.30850 -9.31468
Br 1.36402 1.45973 -7.93403
H 1.21249 3.70655 -6.92829
C 3.70126 6.03338 -11.53862
Br 5.00717 6.95114 -10.46134
Br 2.79811 7.23641 -12.73987
Br 4.47284 4.53642 -12.46942
H 2.95714 5.63773 -10.86287
C 7.66457 4.13989 -5.85953
Br 9.54218 4.45605 -5.58027
Br 6.99464 5.12030 -7.37649
Br 7.26770 2.26056 -6.00259
H 7.14551 4.50914 -4.98718
C 4.98046 -6.06031 1.52193
Br 3.48361 -7.20224 1.11258
Br 6.63575 -7.03620 1.56724
Br 5.07511 -4.55060 0.32939
H 4.81578 -5.66600 2.51530



(2)
65
Properties=species:S:1:pos:R:3 method="wB97M-V/def2-TZVPD" total_charge=+1 e_lumo_ev="-2.4 / -2.4" de_lowest_kcal_mol=18.8 homo_energy_ev="-10.069 / -9.816" gap_ev="7.69 / 7.43" e_tot_ev=-96340.217 multiplicity=2
Mn -0.02954 0.39571 -0.30450
C -1.11205 0.88201 2.36033
C -1.93051 -0.38236 2.11921
N -1.80868 -0.83310 0.72593
C -1.71440 -2.26393 0.48972
C -0.27966 -2.70906 0.27108
C 0.06519 -4.04899 0.19190
C 1.38572 -4.38135 -0.05289
C 2.32533 -3.37435 -0.20505
C 1.90131 -2.06047 -0.11302
C 2.85179 -0.89807 -0.31948
N 2.24491 0.37769 0.05673
C 2.52874 0.83811 1.42921
C 1.31603 1.51732 2.04211
N 0.20077 0.61957 1.76785
N 0.62901 -1.74373 0.12519
H -1.55304 1.74811 1.86876
H -1.06596 1.08746 3.43498
H -1.55424 -1.18057 2.76725
H -2.97217 -0.21201 2.40137
H -2.54045 -0.41460 0.16999
H -2.15667 -2.85875 1.29675
H -2.27781 -2.50909 -0.41294
H -0.68939 -4.81469 0.32065
H 1.68409 -5.42009 -0.11994
H 3.36757 -3.60288 -0.38826
H 3.78474 -1.09073 0.22065
H 3.11400 -0.85732 -1.37902
H 2.50601 1.09185 -0.60823
H 2.78302 -0.04638 2.02114
H 3.39921 1.49659 1.46576
H 1.48766 1.69102 3.10975
H 1.11725 2.47712 1.57533
H 0.48364 -0.30943 2.06699
Cl -3.62090 6.78361 -1.54197
C -3.02587 5.17848 -1.24884
C -3.94681 4.15367 -0.95430
C -3.51942 2.87816 -0.72394
Cl -4.66875 1.63140 -0.34481
C -2.14045 2.51767 -0.78125
O -1.78034 1.30602 -0.59722
C -1.24291 3.58116 -1.04189
C 0.16434 3.35742 -1.01113
O 0.73611 2.29924 -0.70969
C -1.69470 4.89989 -1.28668
H -5.00386 4.38082 -0.90733
H 0.80034 4.22155 -1.24748
H -0.97673 5.68455 -1.49321
O 1.08659 1.01992 -3.36696
C 0.18970 0.07093 -3.27156
O -0.15863 -0.43050 -2.21272
C -0.37848 -0.39693 -4.59624
N 0.22152 0.39938 -5.67776
C 1.00143 -0.52153 -6.53699
C 0.32983 -1.87764 -6.36402
C -0.03782 -1.88047 -4.87989
H -1.45754 -0.24784 -4.53846
H 1.11975 1.17359 -4.36148
H -0.49109 0.87221 -6.21508
H 2.03421 -0.55509 -6.18302
H 1.01799 -0.14872 -7.55872
H 0.97746 -2.70981 -6.63643
H -0.56969 -1.93386 -6.98081
H 0.81067 -2.20093 -4.27160
H -0.87485 -2.53121 -4.63905



(3)
60
Properties=species:S:1:pos:R:3 method="wB97M-V/def2-TZVPD" total_charge=-1 e_lumo_ev="2.2 / 2.2" de_lowest_kcal_mol=20.3 homo_energy_ev="-0.364 / -0.362" gap_ev="2.57 / 2.56" e_tot_ev=-48403.971
C -0.13705 -0.22749 -3.13016
C -0.76071 -1.37964 -2.29718
C -0.37734 1.11785 -2.39835
C -1.42661 0.81402 -1.33956
H -0.69688 1.88538 -3.10628
H 0.57021 1.43035 -1.93073
C -1.21702 -0.68747 -1.03653
H -0.01644 -2.15603 -2.08976
H -1.63623 -1.80327 -2.79640
C -0.05476 -0.59284 -0.06975
H -2.06465 -1.16179 -0.52236
H -2.43692 1.05755 -1.71670
C -1.10858 1.49029 0.01972
C 1.36521 -0.35393 -3.31511
C -0.59038 -0.15329 -4.59045
O -0.90265 0.89866 -5.09062
O 2.15980 -0.81255 -2.51013
O 1.71060 0.12706 -4.52179
O -0.65501 -1.29610 -5.30649
C -0.01525 -2.55953 -4.96062
H -0.43045 -3.00322 -4.04276
H 1.07627 -2.43736 -4.87409
H -0.24891 -3.20294 -5.81203
C 3.11927 0.14228 -4.79070
H 3.67852 0.61773 -3.97075
H 3.20828 0.72081 -5.71085
H 3.48585 -0.88478 -4.94102
O -0.25847 0.62082 0.66583
H 0.92805 -0.50024 -0.55822
H 0.04652 -1.40719 0.66559
C -2.44952 1.69014 0.74976
C -0.33868 2.82020 0.03606
H -0.76063 3.50495 -0.71021
H 0.72914 2.64899 -0.15435
H -0.41680 3.26794 1.04160
H -2.31022 2.12548 1.75233
H -3.02167 0.75612 0.84922
H -3.04832 2.40330 0.15016
Hf -0.06881 0.46807 3.88220
C -1.81706 -0.58741 4.90356
C -2.42229 -0.60907 3.58985
C -1.66409 -1.46009 2.75441
H -3.37689 -0.14561 3.30985
C -0.57291 -1.97364 3.50733
C -0.66767 -1.47807 4.86073
H -0.05239 -1.77445 5.71809
H -2.23824 -0.10616 5.79103
H -1.96884 -1.79663 1.75384
H 0.09030 -2.77383 3.14969
C 2.03315 1.57311 3.91405
C 1.96971 0.37517 4.75763
C 2.04145 -0.76183 3.84360
H 1.98594 0.34890 5.84639
C 2.09731 -0.26726 2.50639
C 2.08925 1.15059 2.54451
H 2.25738 1.79802 1.68085
H 2.12865 2.60001 4.26070
H 2.19692 -1.80277 4.12872
H 2.29475 -0.85997 1.60837
Cl -1.03320 2.56267 4.05187